*A*
Below is a cluster of 27 separate species, H54O27 in total, with properties calculated with ωB97M-V/def2-TZVPD.

Geometry as ORCA input:
```
! wB97M-V def2-TZVPD RIJCOSX def2/J DEFGRID3
* xyz 0 1
O 2.39 -1.46 1.09
H 1.61 -1.18 0.62
H 2.50 -0.81 1.79
O 1.35 -4.65 -2.85
H 0.80 -5.27 -2.36
H 1.10 -3.79 -2.51
O -1.38 -1.51 5.28
H -1.95 -0.75 5.16
H -1.88 -2.12 5.82
O 0.81 -1.95 -2.36
H 0.52 -1.07 -2.12
H 1.75 -1.95 -2.17
O 2.24 3.14 1.26
H 2.77 3.58 0.59
H 2.15 3.80 1.95
O -0.59 3.52 -2.39
H -0.82 3.26 -1.50
H 0.29 3.90 -2.31
O -2.07 -0.11 -4.79
H -1.19 -0.31 -5.10
H -2.15 -0.59 -3.97
O -1.00 2.33 -5.08
H -1.53 1.54 -4.96
H -0.84 2.64 -4.19
O 0.29 -2.84 3.62
H -0.28 -3.43 3.13
H -0.31 -2.32 4.15
O 3.96 4.25 -1.22
H 4.57 4.72 -0.66
H 4.36 3.39 -1.35
O -2.34 1.45 3.99
H -2.24 2.28 3.52
H -3.08 1.60 4.58
O 1.62 4.94 -2.75
H 1.85 5.67 -3.33
H 2.41 4.79 -2.23
O -2.34 -4.17 -1.23
H -1.85 -4.99 -1.32
H -2.26 -3.93 -0.31
O -2.14 -1.82 -2.81
H -2.18 -1.32 -1.99
H -2.22 -2.73 -2.54
O -1.42 -0.62 1.77
H -1.17 -1.50 2.06
H -1.47 -0.11 2.58
O -5.70 -0.46 0.01
H -4.97 -0.23 -0.56
H -6.20 0.35 0.09
O 3.54 -2.04 -1.55
H 4.40 -2.15 -1.95
H 3.71 -1.49 -0.78
O -0.33 2.59 0.22
H 0.55 2.74 0.55
H -0.91 2.88 0.92
O 0.30 -2.35 -5.05
H 0.37 -2.41 -4.09
H 0.18 -3.26 -5.33
O 2.40 -4.35 0.45
H 2.77 -3.97 -0.35
H 1.94 -3.62 0.87
O -2.05 3.81 2.53
H -2.78 4.42 2.54
H -1.27 4.37 2.55
O -3.20 4.96 -2.41
H -2.32 4.60 -2.35
H -3.25 5.32 -3.29
O 0.31 0.05 -0.20
H 0.25 1.01 -0.23
H -0.27 -0.20 0.51
O 2.01 0.86 2.64
H 1.27 1.03 3.22
H 2.13 1.67 2.15
O 0.29 1.18 4.94
H 0.21 1.91 5.56
H -0.60 1.02 4.64
O -1.42 -3.93 1.67
H -2.23 -4.42 1.79
H -0.74 -4.60 1.57
O 4.70 -2.83 2.00
H 4.30 -3.33 2.71
H 3.95 -2.56 1.45
*
```

Output
HOMO: -9.064 eV
Orbital gap: 7.94 eV



*B*
Below is a cluster of 27 separate species, H54O27 in total, with properties calculated with ωB97M-V/def2-TZVPD.

Geometry as ORCA input:
```
! wB97M-V def2-TZVPD RIJCOSX def2/J DEFGRID3
* xyz 0 1
O 6.36 8.49 8.38
H 6.05 7.63 8.67
H 6.07 9.11 9.07
O 9.35 7.48 6.16
H 10.01 8.12 5.81
H 8.58 7.67 5.64
O 11.92 6.93 14.24
H 11.53 7.83 14.16
H 11.25 6.39 14.68
O 8.15 6.75 11.79
H 8.41 6.78 12.74
H 8.93 6.97 11.24
O 9.60 12.92 12.36
H 9.32 13.00 11.43
H 10.27 12.24 12.39
O 14.26 10.61 8.47
H 14.93 11.03 7.91
H 14.70 9.90 9.00
O 6.38 5.54 9.70
H 7.14 5.61 9.10
H 6.79 5.84 10.54
O 15.21 7.99 8.87
H 14.78 7.20 8.50
H 15.14 7.89 9.84
O 14.31 8.97 14.99
H 13.67 9.09 15.67
H 14.49 8.04 14.99
O 6.38 11.47 10.45
H 6.33 11.33 11.40
H 7.33 11.63 10.24
O 13.02 11.37 11.02
H 12.36 10.69 10.78
H 13.57 11.51 10.22
O 7.21 9.39 14.26
H 6.35 9.14 13.89
H 7.08 10.01 14.97
O 10.13 9.31 13.30
H 10.26 10.16 13.73
H 9.20 9.05 13.45
O 10.57 9.70 10.58
H 10.18 9.00 10.02
H 10.24 9.49 11.50
O 8.95 7.86 8.97
H 8.05 8.23 8.83
H 9.24 7.57 8.10
O 13.39 14.27 11.94
H 13.66 13.67 12.64
H 12.70 13.78 11.45
O 11.07 9.63 5.59
H 11.98 9.28 5.75
H 10.96 10.37 6.21
O 13.60 8.73 6.33
H 14.44 8.29 6.12
H 13.69 9.10 7.21
O 9.28 12.85 15.19
H 8.77 13.49 15.67
H 9.01 12.79 14.26
O 14.53 6.48 13.75
H 14.68 5.54 13.84
H 13.57 6.62 13.81
O 8.41 7.02 14.60
H 7.90 6.31 15.01
H 7.95 7.86 14.79
O 13.40 11.44 13.63
H 14.17 10.89 13.82
H 13.36 11.44 12.65
O 13.45 5.90 7.63
H 12.56 6.22 7.40
H 13.54 4.99 7.35
O 11.04 11.19 14.71
H 11.98 11.19 14.42
H 10.79 12.05 15.03
O 11.77 12.38 7.03
H 12.57 11.93 7.36
H 12.03 12.66 6.14
O 9.34 12.13 9.64
H 10.00 12.50 9.03
H 9.75 11.30 10.00
O 5.87 8.30 12.36
H 6.71 8.02 12.02
H 5.20 8.25 11.67
*
```

Output
HOMO: -10.669 eV
Orbital gap: 10.51 eV



Most stable: *B*. Least stable: *A*.



*A*
Below is an isolated molecule of C2H4NPS, with properties calculated with ωB97M-V/def2-TZVPD.

Geometry as ORCA input:
```
! wB97M-V def2-TZVPD RIJCOSX def2/J DEFGRID3
* xyz 0 1
C -0.82 -0.77 0.55
C 0.16 -0.14 -0.47
N -2.08 -0.72 0.56
P -3.35 -0.54 -0.43
S -4.62 0.79 0.22
H 0.96 -0.86 -0.65
H -0.51 -1.24 1.42
H 0.74 0.74 0.03
H -0.42 0.23 -1.27
*
```

Output
HOMO: -8.595 eV
Structure (SMILES): C/C=N\P=S
Orbital gap: 8.02 eV



*B*
Below is an isolated molecule of C2H4NPS, with properties calculated with ωB97M-V/def2-TZVPD.

Geometry as ORCA input:
```
! wB97M-V def2-TZVPD RIJCOSX def2/J DEFGRID3
* xyz 0 1
C -0.35 -0.57 0.52
C 0.11 -0.06 -0.87
N -0.87 -1.90 0.54
P -1.04 -2.74 -0.75
S -0.46 -1.27 -2.16
H 0.46 -0.60 1.26
H -1.15 -0.05 1.21
H -0.19 1.00 -1.09
H 1.26 -0.15 -0.97
*
```

Output
HOMO: -8.858 eV
Structure (SMILES): C1CSP=N1
Orbital gap: 8.91 eV



*C*
Below is an isolated molecule of C2H4NPS, with properties calculated with ωB97M-V/def2-TZVPD.

Geometry as ORCA input:
```
! wB97M-V def2-TZVPD RIJCOSX def2/J DEFGRID3
* xyz 0 1
C -0.41 1.29 -0.03
C 0.12 -1.42 0.07
N 1.05 1.09 -0.09
P 1.60 -0.38 -0.06
S -1.33 -0.28 -0.10
H -0.61 1.95 0.94
H -0.57 1.93 -0.79
H 0.23 -2.01 -0.90
H -0.07 -2.17 0.96
*
```

Output
HOMO: -8.918 eV
Structure (SMILES): C1N=PCS1
Orbital gap: 8.77 eV



Most stable: *B*. Least stable: *C*.



*A*
Below is a structure of composition C64H64AsAuIN4OPS, with properties calculated with ωB97M-V/def2-TZVPD.

Geometry as ORCA input:
```
! wB97M-V def2-TZVPD RIJCOSX def2/J DEFGRID3
* xyz 2 1
Au -0.62 -0.04 0.81
O -1.09 -0.18 3.09
S -0.51 0.67 4.21
C -0.14 -0.49 5.57
C 0.69 -1.66 5.14
C 2.08 -1.58 5.10
C 2.82 -2.68 4.73
C 2.19 -3.87 4.38
C 0.81 -3.95 4.41
C 0.06 -2.85 4.80
C -1.97 1.45 5.04
C -3.09 0.49 5.28
C -3.92 0.12 4.23
C -4.93 -0.81 4.43
C -5.12 -1.38 5.68
C -4.30 -1.00 6.74
C -3.29 -0.07 6.54
H -1.11 -0.83 5.94
H 0.36 0.12 6.33
H 2.58 -0.66 5.39
H 3.90 -2.63 4.75
H 2.78 -4.73 4.10
H 0.31 -4.88 4.17
H -1.02 -2.92 4.86
H -2.26 2.26 4.37
H -1.56 1.87 5.96
H -3.79 0.58 3.26
H -5.58 -1.09 3.61
H -5.91 -2.10 5.84
H -4.45 -1.43 7.72
H -2.67 0.24 7.37
C -2.33 -2.47 1.97
C -3.19 -3.75 1.80
N -3.32 -4.07 0.38
C -2.01 -4.29 -0.20
C -1.18 -2.97 -0.10
N -1.97 -1.95 0.62
C -3.22 -1.67 -0.12
C -4.00 -3.00 -0.33
H -1.40 -2.66 2.51
H -2.86 -1.69 2.51
H -4.19 -3.60 2.22
H -2.73 -4.60 2.31
H -2.13 -4.59 -1.24
H -1.51 -5.09 0.34
H -0.93 -2.58 -1.09
H -0.26 -3.14 0.46
H -2.98 -1.19 -1.07
H -3.80 -0.97 0.49
H -4.05 -3.26 -1.39
H -5.02 -2.91 0.05
C -0.70 -0.36 -3.16
C -0.71 0.58 -4.35
As -0.51 -0.35 -6.10
C 1.09 -1.39 -5.66
C 1.03 -2.77 -5.72
C 2.15 -3.54 -5.43
C 3.34 -2.93 -5.07
C 3.41 -1.54 -5.00
C 2.29 -0.77 -5.29
C 0.37 1.12 -7.03
C 1.23 0.81 -8.08
C 1.92 1.81 -8.75
C 1.75 3.14 -8.37
C 0.88 3.46 -7.35
C 0.18 2.46 -6.68
P -0.36 0.60 -1.59
C -1.50 2.00 -1.63
C -1.15 3.25 -1.13
C -2.07 4.28 -1.15
C -3.36 4.07 -1.63
C -3.72 2.81 -2.09
C -2.80 1.78 -2.08
C 1.33 1.17 -1.99
C 2.29 0.16 -2.02
C 3.58 0.42 -2.42
C 3.93 1.70 -2.83
C 2.98 2.71 -2.83
C 1.68 2.45 -2.41
H 0.11 -1.08 -3.24
H -1.64 -0.91 -3.05
H 0.12 1.29 -4.28
H -1.63 1.15 -4.40
H 0.11 -3.25 -6.03
H 2.09 -4.62 -5.49
H 4.21 -3.52 -4.86
H 4.34 -1.06 -4.74
H 2.36 0.31 -5.26
H 1.36 -0.22 -8.38
H 2.59 1.56 -9.56
H 2.28 3.92 -8.89
H 0.73 4.50 -7.06
H -0.52 2.73 -5.90
H -0.17 3.41 -0.70
H -1.79 5.26 -0.77
H -4.07 4.88 -1.65
H -4.73 2.63 -2.45
H -3.10 0.80 -2.44
H 2.01 -0.84 -1.75
H 4.31 -0.38 -2.43
H 4.94 1.91 -3.17
H 3.24 3.71 -3.16
H 0.96 3.25 -2.45
N 1.15 0.82 1.29
C 2.35 0.46 1.42
C 3.26 1.64 1.65
C 2.85 2.67 2.50
C 3.67 3.76 2.70
C 4.89 3.86 2.04
C 5.28 2.85 1.18
C 4.47 1.74 0.98
C 2.94 -0.91 1.38
C 2.22 -1.99 0.88
C 2.79 -3.25 0.78
C 4.11 -3.45 1.20
C 4.82 -2.39 1.75
C 4.24 -1.14 1.85
H 1.90 2.59 3.00
H 3.36 4.55 3.38
H 5.53 4.71 2.20
H 6.23 2.92 0.66
H 4.78 0.96 0.30
H 1.21 -1.83 0.55
H 2.22 -4.08 0.37
H 4.57 -4.42 1.10
H 5.83 -2.55 2.10
H 4.79 -0.33 2.30
I -1.20 5.40 3.09
C -2.37 3.94 2.17
C -3.73 4.07 2.00
C -4.43 3.03 1.40
C -3.73 1.91 0.99
N -2.41 1.77 1.15
C -1.74 2.78 1.73
H -4.25 4.97 2.33
H -5.50 3.09 1.26
H -4.25 1.09 0.51
H -0.67 2.65 1.83
*
```

Output
HOMO: -12.152 eV
Orbital gap: 5.00 eV



*B*
Below is a structure of composition C64H64AsAuIN4OPS, with properties calculated with ωB97M-V/def2-TZVPD.

Geometry as ORCA input:
```
! wB97M-V def2-TZVPD RIJCOSX def2/J DEFGRID3
* xyz 2 1
Au -0.21 0.27 0.57
O 0.92 -1.21 1.65
S 1.37 -0.82 3.06
C 2.95 -1.66 3.27
C 4.01 -1.09 2.37
C 4.70 0.06 2.72
C 5.71 0.55 1.91
C 6.02 -0.11 0.72
C 5.32 -1.25 0.35
C 4.31 -1.74 1.17
C 0.35 -1.85 4.15
C 0.49 -3.32 3.94
C 0.10 -3.92 2.74
C 0.29 -5.28 2.55
C 0.85 -6.06 3.55
C 1.23 -5.47 4.75
C 1.06 -4.11 4.94
H 2.78 -2.72 3.09
H 3.20 -1.51 4.32
H 4.47 0.56 3.66
H 6.26 1.43 2.20
H 6.82 0.26 0.09
H 5.57 -1.76 -0.57
H 3.78 -2.64 0.90
H -0.66 -1.49 3.93
H 0.60 -1.54 5.16
H -0.35 -3.31 1.97
H -0.01 -5.74 1.61
H 0.99 -7.12 3.39
H 1.67 -6.08 5.53
H 1.36 -3.66 5.87
C -0.84 -1.58 -2.17
C -0.78 -2.75 -3.18
N 0.60 -3.04 -3.53
C 1.31 -3.49 -2.33
C 1.16 -2.45 -1.20
N 0.52 -1.23 -1.72
C 1.29 -0.75 -2.88
C 1.24 -1.81 -4.02
H -1.42 -1.84 -1.28
H -1.28 -0.68 -2.61
H -1.33 -2.52 -4.09
H -1.22 -3.66 -2.76
H 2.36 -3.63 -2.60
H 0.92 -4.46 -2.04
H 2.11 -2.17 -0.76
H 0.53 -2.83 -0.38
H 2.32 -0.58 -2.56
H 0.88 0.21 -3.20
H 2.24 -2.05 -4.37
H 0.67 -1.45 -4.87
C -1.51 3.33 0.68
C -2.31 3.00 1.94
As -2.50 4.48 3.25
C -0.62 5.00 3.31
C 0.00 5.83 2.38
C 1.34 6.18 2.52
C 2.08 5.68 3.59
C 1.47 4.84 4.51
C 0.13 4.51 4.37
C -3.23 5.83 2.05
C -4.11 5.49 1.03
C -4.70 6.48 0.25
C -4.43 7.82 0.50
C -3.57 8.16 1.53
C -2.98 7.18 2.30
P -1.42 1.88 -0.42
C -0.60 2.41 -1.95
C -1.11 2.12 -3.21
C -0.41 2.49 -4.35
C 0.81 3.15 -4.23
C 1.32 3.45 -2.97
C 0.62 3.08 -1.84
C -3.17 1.70 -0.92
C -3.73 2.81 -1.56
C -5.05 2.84 -1.95
C -5.87 1.75 -1.67
C -5.35 0.65 -1.02
C -4.01 0.61 -0.66
H -0.48 3.59 0.95
H -1.94 4.18 0.14
H -1.82 2.19 2.49
H -3.32 2.67 1.69
H -0.57 6.25 1.55
H 1.80 6.85 1.81
H 3.11 5.97 3.72
H 2.04 4.46 5.36
H -0.34 3.88 5.12
H -4.35 4.45 0.83
H -5.39 6.20 -0.54
H -4.90 8.59 -0.10
H -3.37 9.21 1.74
H -2.31 7.47 3.11
H -2.06 1.61 -3.32
H -0.81 2.26 -5.33
H 1.36 3.44 -5.12
H 2.26 3.97 -2.88
H 1.02 3.32 -0.86
H -3.10 3.66 -1.78
H -5.45 3.71 -2.45
H -6.92 1.77 -1.94
H -6.01 -0.18 -0.78
H -2.71 -0.26 0.70
N -3.50 -0.50 0.09
C -3.93 -1.74 0.16
C -3.55 -2.52 1.33
C -3.44 -1.89 2.58
C -3.19 -2.65 3.71
C -3.03 -4.03 3.61
C -3.12 -4.65 2.37
C -3.39 -3.91 1.24
C -4.74 -2.34 -0.89
C -4.44 -2.08 -2.24
C -5.18 -2.69 -3.23
C -6.24 -3.53 -2.90
C -6.54 -3.78 -1.57
C -5.79 -3.20 -0.57
H -3.62 -0.83 2.68
H -3.15 -2.17 4.68
H -2.84 -4.62 4.49
H -2.98 -5.72 2.29
H -3.46 -4.39 0.27
H -3.62 -1.42 -2.49
H -4.93 -2.51 -4.27
H -6.82 -3.99 -3.68
H -7.37 -4.43 -1.32
H -6.02 -3.40 0.47
I 4.80 1.57 -2.52
C 3.81 2.07 -0.76
C 4.04 3.28 -0.13
C 3.30 3.58 1.01
C 2.35 2.67 1.45
N 2.14 1.50 0.84
C 2.87 1.20 -0.23
H 4.77 3.98 -0.51
H 3.45 4.51 1.54
H 1.73 2.90 2.32
H 2.68 0.23 -0.67
*
```

Output
HOMO: -11.867 eV
Orbital gap: 5.76 eV



Most stable: *B*. Least stable: *A*.